[1]
{"formula": "C25H26N2O6", "method": "ωB97M-V/def2-TZVPD", "smiles": "COC(=O)CCC(=O)O[C@@]1(C)C(=O)C=C2C=C(C3CC3)N(CCc3ccccn3)C=C2C1=O", "charge": 0, "e_tot_ha": -1528.4660, "lumo_energy_ha": -0.0396, "spin_multiplicity": 1, "gap_ev": 6.76, "elements": ["C", "H", "H", "H", "O", "C", "O", "C", "H", "C", "C", "O", "O", "C", "C", "H", "H", "H", "C", "O", "C", "C", "N", "C", "C", "C", "C", "C", "O", "H", "H", "C", "C", "C", "H", "H", "H", "H", "H", "C", "H", "H", "C", "C", "N", "C", "C", "C", "C", "H", "H", "H", "H", "H", "H", "H", "H", "H", "H"], "positions_angstrom": [[-4.07719, -3.57105, 0.66551], [-4.44719, -4.06831, -0.27721], [-3.93345, -4.15082, 1.41036], [-3.06706, -3.27545, 0.28624], [-4.86049, -2.61153, 0.82266], [-5.66310, -1.90746, 0.08887], [-5.84080, -2.35542, -0.91804], [-6.28587, -0.54588, 0.46500], [-6.58046, 0.08958, -0.35656], [-5.31123, 0.13006, 1.54864], [-4.04828, 0.67524, 0.98600], [-3.14986, 0.97791, 1.49934], [-3.92289, 0.06056, -0.45101], [-2.68263, 0.68424, -0.91739], [-2.82197, 0.17079, -2.55617], [-1.94776, 0.36303, -2.81811], [-3.58283, 0.58870, -2.83730], [-3.07968, -0.92806, -2.40673], [-1.47642, -0.10855, -0.38463], [-1.78526, -1.32206, 0.13968], [-0.32952, 0.44402, -0.32829], [0.68610, -0.17616, 0.31300], [2.02987, 0.37021, 0.34871], [2.16719, 1.65013, 0.19239], [1.18183, 2.53782, -0.61014], [-0.06452, 1.87898, -0.52222], [-1.20630, 2.45576, -0.83380], [-2.51303, 2.29560, -0.93115], [-3.63204, 2.78734, -0.85300], [-1.06359, 3.66850, -0.87228], [1.35573, 3.52184, -0.63510], [3.57428, 2.10673, 0.05713], [4.12305, 2.55420, 1.58088], [3.82750, 3.44184, 0.50757], [4.66782, 3.98997, 0.08339], [3.04440, 4.42343, 0.71066], [5.13468, 2.27003, 1.65369], [3.39041, 2.46403, 2.64544], [4.32833, 1.70064, -0.43336], [3.02948, -0.48060, 0.71763], [2.86227, -1.49305, 1.42198], [3.75673, 0.03383, 1.41010], [3.70330, -1.23756, -0.61173], [5.20844, -1.62408, -0.37519], [5.86420, -0.41348, 0.01897], [7.41396, -0.71813, 0.30213], [7.99887, -1.95640, 0.10452], [7.30946, -3.04828, -0.41203], [5.85172, -2.62688, -0.79066], [5.08897, -3.45276, -1.03626], [7.67246, -3.80288, -0.70961], [8.99582, -1.90405, 0.20904], [7.97139, 0.26490, 0.61528], [3.79577, -0.54048, -1.34674], [3.39875, -2.16405, -0.85157], [0.73242, -1.22640, 0.59085], [-5.21328, -0.46340, 2.40019], [-5.87561, 1.13906, 1.89522], [-7.15484, -0.76387, 1.12073]], "forces_ev_per_angstrom": [[3.9, -2.1, -10.1], [0.4, -1.0, 0.9], [0.4, -4.0, 5.3], [-0.4, 0.3, 0.6], [-3.3, 8.0, 8.3], [1.0, 3.0, 4.0], [-3.2, -3.2, -10.8], [1.6, -1.0, 4.4], [0.4, -0.3, -0.3], [-3.9, 4.4, -2.3], [-9.9, -8.4, -7.8], [11.0, 5.4, 6.5], [1.5, 4.1, 2.3], [-0.9, -3.3, -3.0], [0.8, -6.9, 9.4], [7.3, 1.5, -3.8], [-7.8, 5.1, -3.7], [0.8, 1.3, -0.5], [-12.4, -8.3, 2.0], [2.3, 5.3, -2.5], [11.3, 3.6, 2.6], [2.7, -1.1, -1.3], [-6.4, -1.8, 1.3], [0.7, 5.0, -6.4], [1.7, -8.3, 5.2], [-1.5, -1.5, -1.9], [1.9, 11.1, -1.0], [-5.8, -7.4, 1.5], [1.3, 2.4, -0.5], [0.0, -2.2, -0.1], [0.4, 3.4, -0.4], [-3.6, 2.0, 5.8], [-2.6, -1.8, 2.3], [-1.3, 7.4, -0.1], [0.2, -0.4, -0.1], [1.5, -3.4, -0.8], [1.0, -0.3, 0.7], [2.2, 0.1, -3.7], [2.7, -2.5, -2.4], [4.6, -5.8, 1.7], [-1.0, 2.9, -1.7], [-0.3, -0.4, -1.6], [3.1, 1.4, 4.8], [-1.6, 11.0, 2.4], [5.9, -3.8, 1.3], [-5.9, 3.5, -0.8], [-2.9, 0.0, -0.7], [-9.0, 14.0, 2.5], [3.9, -10.1, -0.1], [1.7, 0.6, -0.3], [4.8, -10.5, -3.8], [3.6, -0.6, 0.7], [-1.1, -2.3, -0.7], [-0.4, 1.7, -2.5], [-2.8, -2.7, -1.1], [-0.6, 0.3, 0.1], [0.7, -1.0, 1.2], [1.0, -2.2, -0.4], [0.0, 0.0, -0.7]]}

[2]
{"formula": "C25H26N4O4S", "method": "ωB97M-V/def2-TZVPD", "smiles": "[H]/N=c1\\c(S(=O)(=O)c2ccc(C)c(C)c2)cc2c(=O)n3cccc(C)c3nc2n1C[C@@H]1CCCO1", "charge": 0, "e_tot_ha": -1885.6505, "lumo_energy_ha": -0.0794, "spin_multiplicity": 1, "gap_ev": 5.30, "elements": ["C", "C", "C", "C", "C", "C", "C", "C", "H", "H", "H", "H", "S", "O", "O", "C", "C", "C", "C", "N", "C", "N", "C", "C", "C", "C", "C", "H", "H", "H", "H", "H", "H", "C", "O", "N", "C", "N", "H", "C", "H", "H", "C", "H", "O", "C", "C", "H", "H", "C", "H", "H", "H", "H", "H", "H", "H", "H", "H", "H"], "positions_angstrom": [[-5.98864, -1.28992, -2.71871], [-5.09681, -1.14533, -1.54392], [-4.12909, -1.98922, -1.22678], [-3.49295, -1.99129, -0.06392], [-3.75718, -1.05626, 0.63694], [-4.78681, -0.01741, 0.52300], [-5.56801, -0.17219, -0.52671], [-6.53183, 1.00614, -1.15202], [-6.59667, 1.78128, -0.36013], [-7.45767, 0.48242, -1.11584], [-6.34577, 1.65303, -1.96868], [-4.98963, 0.98989, 1.05019], [-2.78008, -0.89498, 2.17045], [-2.86291, -1.84835, 3.07040], [-3.18965, 0.49427, 2.81733], [-1.21411, -0.61367, 1.74516], [-0.26185, -1.78586, 1.78767], [0.93822, -1.62196, 1.19202], [1.42415, -0.30781, 0.31772], [2.45226, -0.26951, -0.16788], [3.29832, -1.30551, -0.31603], [3.01158, -2.35082, 0.66245], [4.05729, -3.31819, 0.63172], [5.17470, -3.28909, 0.08082], [5.48482, -2.02820, -1.12629], [4.65185, -1.17014, -0.97042], [4.79205, -0.15241, -1.78790], [5.68547, 0.07843, -2.46218], [4.85573, 0.85857, -1.02758], [3.93259, 0.19067, -2.31738], [6.42476, -2.01559, -1.48361], [5.93453, -4.15488, -0.15171], [3.80774, -4.23228, 1.21253], [1.86803, -2.78575, 1.19310], [1.69576, -3.76988, 1.81233], [0.50205, 0.82453, 0.33171], [-0.77262, 0.63106, 0.72722], [-1.51638, 1.68779, 1.01133], [-2.41486, 1.67123, 1.25886], [0.78029, 1.99313, -0.20804], [0.12927, 2.22097, -0.67516], [1.58537, 1.70906, -0.73239], [1.24450, 2.79476, 0.84124], [0.41544, 2.94288, 1.44090], [2.17850, 2.29346, 1.60108], [3.75427, 2.45856, 1.21676], [3.57525, 3.45908, 0.15020], [3.78403, 2.95787, -0.82748], [4.24683, 4.45995, 0.12764], [1.92039, 4.13016, 0.28359], [2.01938, 4.93671, 0.89641], [1.64812, 4.42371, -0.76528], [4.34649, 2.96358, 1.99107], [4.14279, 1.51470, 0.98282], [-0.46154, -2.56941, 2.41411], [-2.76471, -2.59576, 0.44971], [-4.14185, -2.98384, -1.92355], [-5.81758, -2.17798, -3.28768], [-7.07476, -1.26467, -2.56055], [-5.74884, -0.43974, -3.16067]], "forces_ev_per_angstrom": [[-1.0, -2.8, 1.6], [-3.9, 0.9, 2.4], [-1.2, -6.1, -6.0], [4.1, -7.6, -3.1], [-2.9, 12.0, 11.0], [0.8, 1.2, 1.4], [0.5, 1.8, -6.3], [0.7, -1.4, 4.7], [-0.1, -0.6, 0.1], [-1.2, 0.3, -0.8], [0.8, -0.6, -1.6], [1.2, -2.3, 0.1], [-2.7, 15.4, -3.1], [-0.8, -10.4, 7.1], [0.6, -4.1, -2.7], [6.8, -3.0, -4.6], [-4.2, 6.6, -0.4], [3.1, 1.8, -3.6], [-16.5, -2.7, 9.7], [14.5, 0.3, -8.8], [-1.3, 0.1, 4.8], [7.1, 0.0, -5.6], [-4.8, -2.5, 4.2], [7.6, 1.3, -8.0], [3.2, -12.1, 6.9], [-8.6, 1.1, 2.5], [1.4, 12.6, -2.9], [-1.0, -1.3, 1.1], [0.0, -2.1, -1.9], [-0.9, -0.2, -0.7], [2.7, 0.2, -1.7], [-1.9, 1.6, 1.4], [-0.1, 0.9, -0.3], [-4.0, 5.6, 0.8], [0.0, -3.5, 1.1], [-0.4, -9.4, 1.9], [-5.5, 0.5, 7.1], [6.5, -0.1, -4.7], [-3.9, -1.2, 1.7], [13.6, -3.9, 6.9], [-14.5, 6.3, -10.6], [3.3, 0.1, -3.2], [1.4, 7.3, -1.0], [-1.6, 1.0, 1.6], [5.8, -3.5, 4.0], [-3.6, 2.8, 1.0], [-0.5, 3.5, -2.6], [-0.7, 0.7, 0.4], [-1.2, -2.6, 0.5], [2.2, -4.5, -3.2], [-0.1, 2.1, 1.9], [0.0, -0.1, 1.0], [-0.8, -0.7, 0.7], [0.2, -1.3, -0.5], [-0.5, -2.2, 1.3], [0.4, -1.4, -1.4], [0.7, 2.5, 1.4], [0.5, -0.4, -0.6], [0.4, 0.1, 0.6], [0.6, 3.6, -3.4]]}